Record 1
9
Properties=species:S:1:pos:R:3 method="wB97M-V/def2-TZVPD" max_force_ev_per_a=1.702 gap_ha="0.3182 / 0.2431" relative_energy_kcal_mol=108.2
C 1.50 0.64 0.69
C -1.45 0.24 -0.34
C 1.61 -0.70 0.49
N 1.32 1.78 0.83
N -2.27 -0.59 -0.64
Cl -1.08 1.84 -0.31
Cl 2.34 -1.35 -0.91
H 1.24 -1.41 1.22
H -3.20 -0.45 -1.04


Record 2
85
Properties=species:S:1:pos:R:3 method="wB97M-V/def2-TZVPD" max_force_ev_per_a=2.387 smiles=COC[C@H](C)N.COC[C@H](C)N.COC[C@H](C)N.COC[C@H](C)N.COC[C@H](C)N gap_ha=0.3463 relative_energy_kcal_mol=36.6
C -2.94 -5.19 -7.47
O -3.57 -6.43 -7.60
C -3.57 -7.33 -6.50
C -3.24 -8.77 -6.94
C -4.04 -9.25 -8.14
N -3.42 -9.66 -5.78
H -3.35 -4.65 -6.61
H -3.10 -4.57 -8.35
H -1.85 -5.31 -7.36
H -2.94 -6.90 -5.72
H -4.62 -7.42 -6.21
H -2.16 -8.76 -7.17
H -3.63 -10.23 -8.40
H -3.93 -8.47 -8.89
H -5.09 -9.44 -7.92
H -3.09 -10.57 -6.08
H -2.71 -9.42 -5.09
C -17.00 -4.68 -7.53
O -16.66 -3.29 -7.60
C -15.84 -2.85 -6.55
C -14.36 -3.09 -6.84
C -13.37 -2.56 -5.82
N -13.98 -2.40 -8.11
H -16.66 -5.11 -6.58
H -16.50 -5.19 -8.35
H -18.09 -4.77 -7.54
H -16.03 -1.77 -6.45
H -16.16 -3.19 -5.56
H -14.18 -4.12 -7.17
H -12.41 -3.07 -5.88
H -13.67 -2.84 -4.80
H -13.28 -1.47 -5.88
H -13.95 -1.39 -8.01
H -14.74 -2.57 -8.77
C -7.17 -2.80 -9.57
O -6.26 -2.00 -10.28
C -4.97 -2.03 -9.73
C -3.96 -1.69 -10.84
C -2.54 -2.09 -10.49
N -4.20 -0.35 -11.43
H -7.35 -2.57 -8.52
H -7.03 -3.87 -9.77
H -8.18 -2.66 -9.98
H -4.78 -1.31 -8.92
H -4.68 -2.98 -9.25
H -4.23 -2.37 -11.66
H -1.83 -1.92 -11.30
H -2.55 -3.18 -10.42
H -2.21 -1.66 -9.55
H -5.20 -0.27 -11.29
H -3.80 0.25 -10.69
C -6.40 -6.72 -9.55
O -7.04 -6.16 -8.41
C -8.43 -6.53 -8.36
C -9.03 -5.88 -7.13
C -10.43 -6.33 -6.75
N -9.10 -4.42 -7.34
H -6.32 -7.81 -9.50
H -5.40 -6.31 -9.63
H -6.97 -6.30 -10.39
H -8.84 -6.19 -9.32
H -8.38 -7.62 -8.26
H -8.32 -6.19 -6.36
H -11.15 -6.18 -7.56
H -10.92 -5.93 -5.86
H -10.55 -7.42 -6.66
H -9.62 -3.96 -6.60
H -8.13 -4.14 -7.24
C -13.34 -7.19 -10.29
O -12.94 -5.93 -10.81
C -12.23 -5.17 -9.85
C -11.72 -3.89 -10.55
C -10.61 -4.24 -11.56
N -11.17 -2.92 -9.61
H -12.39 -7.67 -10.04
H -13.82 -7.76 -11.08
H -13.98 -7.11 -9.41
H -12.75 -5.04 -8.89
H -11.35 -5.78 -9.60
H -12.56 -3.42 -11.06
H -9.66 -4.47 -11.07
H -10.44 -3.39 -12.21
H -10.92 -5.08 -12.18
H -11.84 -2.73 -8.86
H -10.49 -3.46 -9.07


Record 3
16
Properties=species:S:1:pos:R:3 method="wB97M-V/def2-TZVPD" max_force_ev_per_a=0.844 smiles="C[C@H]1N[C@H]1CC=O" gap_ha=0.3917 relative_energy_kcal_mol=50.0
C 0.15 -1.74 -0.69
C 0.32 -0.30 -1.10
N -0.92 0.36 -1.51
C -0.16 0.89 -0.38
C -0.66 0.76 1.04
C 0.55 0.82 1.96
O 1.69 0.83 1.57
H -0.91 -1.95 -0.51
H 0.47 -2.37 -1.53
H 0.75 -1.99 0.19
H 1.20 -0.09 -1.70
H -0.70 0.79 -2.39
H 0.43 1.80 -0.53
H -1.16 -0.20 1.20
H -1.37 1.54 1.34
H 0.33 0.86 3.05


Record 4
13
Properties=species:S:1:pos:R:3 method="wB97M-V/def2-TZVPD" max_force_ev_per_a=0.637 gap_ha=0.2694 relative_energy_kcal_mol=120.0
C 1.67 0.06 -0.09
C 0.48 0.17 -0.70
C -0.34 -1.03 -0.71
N -1.53 -0.65 -0.34
C -1.71 0.81 -0.13
C -0.46 1.26 -0.50
H 0.34 0.03 1.73
H 2.16 -0.90 0.08
H 2.13 0.93 0.38
H -0.04 -2.06 -0.88
H -2.27 -1.31 -0.13
H -0.30 0.42 1.64
H -0.12 2.28 -0.36